C26H46IrO2P2 | ωB97M-V/def2-TZVPD

The geometry in ORCA input format:
```
! wB97M-V def2-TZVPD RIJCOSX def2/J DEFGRID3
* xyz 1 5
Ir -2.263 -0.865 0.373
C -4.212 -1.894 0.963
C -4.397 -0.505 0.596
C -3.567 -1.655 -1.259
C -3.755 -2.604 -0.195
C -4.019 -0.361 -0.797
C -4.458 -2.485 2.315
H -4.368 -1.725 3.098
H -3.736 -3.286 2.535
H -5.470 -2.912 2.365
C -3.547 -4.080 -0.305
H -3.674 -4.553 0.675
H -2.548 -4.319 -0.693
H -4.290 -4.526 -0.984
C -3.072 -1.983 -2.634
H -3.893 -2.367 -3.253
H -2.296 -2.754 -2.583
H -2.666 -1.091 -3.117
C -4.093 0.886 -1.619
H -5.082 1.010 -2.078
H -3.354 0.841 -2.423
H -3.903 1.765 -0.999
C -4.882 0.582 1.498
H -5.956 0.745 1.355
H -4.361 1.517 1.276
H -4.704 0.316 2.545
C -0.775 -1.589 1.461
C -1.488 -1.081 2.553
C -1.347 0.293 3.116
C -1.035 1.386 2.057
C -1.539 1.097 0.657
C -0.787 0.379 -0.357
C 0.606 -0.147 -0.080
C 0.627 -1.103 1.118
H -0.561 0.316 3.887
H 0.046 1.591 2.031
H -2.285 0.552 3.636
H 1.103 -0.657 2.003
H -0.724 -3.066 1.426
H -2.016 -1.796 3.187
H 1.206 -2.002 0.864
H 0.936 -0.693 -0.967
H -0.976 0.711 -1.387
H 1.306 0.688 0.037
H -1.539 2.312 2.379
H -2.210 1.871 0.253
P 4.501 2.087 -0.617
P 4.682 3.547 -3.271
C 6.034 3.142 -0.840
C 6.291 3.405 -2.326
H 6.882 2.613 -0.384
H 5.877 4.081 -0.290
H 6.867 4.328 -2.480
H 6.845 2.571 -2.782
C 5.401 3.643 -4.960
H 4.600 3.918 -5.657
H 5.790 2.655 -5.234
H 6.207 4.387 -5.003
C 4.400 5.350 -2.998
H 5.319 5.914 -3.203
H 4.069 5.531 -1.967
H 3.607 5.675 -3.683
C 5.322 0.555 -0.013
H 4.551 -0.142 0.340
H 6.018 0.792 0.803
H 5.870 0.089 -0.843
C 3.908 2.786 0.977
H 3.492 3.785 0.790
H 4.733 2.852 1.699
H 3.114 2.137 1.370
C -1.626 -6.129 2.234
C -1.302 -4.677 2.407
O -1.581 -4.064 3.441
O -0.718 -4.140 1.327
H -1.201 -6.682 3.075
H -1.223 -6.502 1.293
H -2.711 -6.266 2.266
*
```

## Properties
Energy above the lowest of the compared OMol25 structures with the same formula, charge and spin ... 0.0 kcal/mol
HOMO-LUMO gap (alpha / beta) ... 3.5 / 3.2 eV
E ... -53207.927 eV
E_HOMO (alpha / beta) ... -0.21930 / -0.36769 Eh
LUMO energy (alpha / beta) ... -2.5 / -6.8 eV

C26H46N6O2STi | ωB97M-V/def2-TZVPD

The geometry in ORCA input format:
```
! wB97M-V def2-TZVPD RIJCOSX def2/J DEFGRID3
* xyz 4 1
Ti -0.732 0.373 1.369
C -1.075 2.367 3.623
C 0.328 1.765 3.706
N 0.821 1.342 2.375
C 1.361 2.430 1.523
C 0.227 3.212 0.862
N -0.840 2.280 0.394
C -2.191 2.881 0.548
C -2.838 2.459 1.898
N -1.923 1.593 2.675
H -1.026 3.410 3.310
H -1.517 2.368 4.627
H 0.290 0.870 4.336
H 1.012 2.480 4.181
H 1.614 0.724 2.574
H 1.995 1.976 0.753
H 1.989 3.121 2.102
H 0.633 3.803 0.033
H -0.194 3.924 1.572
H -0.693 2.167 -0.615
H -2.824 2.577 -0.291
H -2.131 3.974 0.481
H -3.783 1.933 1.729
H -3.098 3.350 2.475
H -2.502 0.971 3.247
C 3.303 -1.440 -5.436
C 3.797 -1.184 -4.012
N 3.592 0.189 -3.604
C 4.228 1.237 -4.382
C 3.289 2.003 -5.312
C 2.806 0.566 -2.584
O 2.448 1.715 -2.360
C 2.403 -0.398 -1.486
C 3.290 -1.230 -0.802
C 2.903 -1.735 0.435
C 1.683 -1.366 0.974
N 0.814 -0.556 0.331
C 1.178 -0.115 -0.880
H 3.432 -2.495 -5.665
H 3.872 -0.883 -6.174
H 2.251 -1.186 -5.529
H 4.868 -1.412 -3.972
H 3.265 -1.845 -3.325
H 5.057 0.797 -4.936
H 4.619 1.972 -3.667
H 2.914 1.349 -6.096
H 3.838 2.818 -5.771
H 2.449 2.428 -4.772
H 4.268 -1.464 -1.195
H 3.567 -2.383 0.989
H 1.379 -1.722 1.957
H 0.480 0.525 -1.415
N -2.434 -0.191 0.195
C -2.244 -0.554 -1.216
C -1.491 -1.686 -1.515
C -1.400 -2.114 -2.830
C -2.069 -1.427 -3.834
C -2.833 -0.310 -3.531
C -2.925 0.131 -2.218
H -2.763 -1.056 0.642
H -3.236 0.452 0.207
H -1.023 -2.249 -0.710
H -0.842 -3.006 -3.065
H -2.030 -1.790 -4.849
H -3.384 0.203 -4.307
H -3.565 0.972 -1.980
C 0.298 -2.214 4.857
C -1.059 -2.811 4.545
S -1.599 -2.484 2.819
O -1.063 -1.022 2.491
C -3.401 -2.134 3.072
C -4.252 -3.161 2.349
H 0.491 -2.328 5.922
H 0.316 -1.146 4.628
H 1.108 -2.717 4.335
H -1.814 -2.447 5.241
H -1.029 -3.900 4.602
H -3.572 -1.126 2.678
H -3.627 -2.144 4.138
H -4.079 -3.170 1.275
H -5.306 -2.947 2.516
H -4.070 -4.158 2.738
*
```

## Properties
HOMO-LUMO gap ... 4.0 eV
E ... -74657.262 eV
E_HOMO ... -0.66968 Eh
LUMO energy ... -14.3 eV

C26H46O2P2Ru | ωB97M-V/def2-TZVPD

The geometry in ORCA input format:
```
! wB97M-V def2-TZVPD RIJCOSX def2/J DEFGRID3
* xyz 1 6
Ru -0.869 2.482 -1.886
C 0.175 0.148 0.967
C 1.078 0.609 -0.045
C -0.911 1.926 -0.047
C -1.031 0.932 0.921
C 0.529 1.774 -0.708
C 0.465 -0.734 2.032
H 1.438 -1.238 2.024
H -0.472 -2.176 2.124
H -0.016 -0.452 2.973
C -2.032 0.907 1.992
H -2.574 -0.047 1.983
H -2.727 1.743 1.867
H -1.490 1.032 2.950
C -1.573 3.263 0.032
H -1.087 3.859 0.819
H -2.651 3.224 0.179
H -1.404 3.882 -0.923
C 1.477 2.911 -0.905
H 1.994 3.101 0.052
H 0.942 3.810 -1.218
H 2.206 2.674 -1.682
C 2.500 0.202 -0.056
H 3.031 0.815 0.705
H 2.979 0.356 -1.038
H 2.597 -0.865 0.212
C -0.271 -1.842 -1.666
C 0.882 -2.159 -1.104
C 2.097 -2.735 -1.754
C 2.679 -2.063 -3.035
C 2.573 -0.599 -3.301
C 1.423 -0.010 -3.705
C 0.074 -0.600 -3.921
C -0.522 -1.824 -3.121
H 1.954 -3.793 -2.050
H 2.239 -2.601 -3.900
H 2.853 -2.750 -0.954
H -0.261 -2.761 -3.629
H -1.081 -1.437 -1.061
H 0.803 -2.447 -0.054
H -1.621 -1.749 -3.218
H -0.653 0.264 -3.791
H 1.375 1.077 -3.836
H 0.052 -1.015 -5.038
H 3.773 -2.232 -2.957
H 3.409 0.058 -3.019
P -1.079 -1.806 -6.037
P -0.572 1.773 -5.656
C -0.802 -0.641 -7.412
C -1.220 0.793 -7.145
H -1.413 -1.085 -8.212
H 0.250 -0.748 -7.710
H -0.949 1.377 -8.029
H -2.308 0.822 -7.028
C -1.399 3.291 -6.250
H -1.045 4.166 -5.699
H -2.473 3.166 -6.063
H -1.258 3.462 -7.323
C 1.154 1.991 -6.385
H 1.102 2.271 -7.455
H 1.711 1.041 -6.265
H 1.676 2.784 -5.819
C -2.827 -2.209 -5.970
H -3.027 -2.828 -5.079
H -3.125 -2.761 -6.880
H -3.434 -1.293 -5.896
C -0.144 -3.267 -6.543
H 0.729 -2.975 -7.145
H -0.783 -3.931 -7.146
H 0.206 -3.815 -5.656
C -3.051 -4.131 1.789
C -2.174 -2.940 1.573
O -1.024 -3.036 2.264
O -2.476 -1.998 0.837
H -4.037 -3.901 1.392
H -3.091 -4.380 2.853
H -2.622 -4.985 1.252
*
```

## Properties
Energy above the lowest of the compared OMol25 structures with the same formula, charge and spin ... 105.8 kcal/mol
HOMO-LUMO gap (alpha / beta) ... 5.6 / 4.4 eV
E ... -52945.839 eV
E_HOMO (alpha / beta) ... -0.29792 / -0.34425 Eh
LUMO energy (alpha / beta) ... -2.5 / -5.0 eV

C26H47AlBrClNO20 | ωB97M-V/def2-TZVPD

The geometry in ORCA input format:
```
! wB97M-V def2-TZVPD RIJCOSX def2/J DEFGRID3
* xyz -1 1
C -0.510 2.570 0.934
C -0.068 1.441 1.825
O -0.504 1.264 2.936
O 0.816 0.561 1.298
C 1.583 0.947 0.176
O 2.535 1.653 0.396
C 1.134 0.413 -1.133
Al -0.041 -1.228 -1.275
Br -0.529 -1.290 -3.630
C 0.738 -2.979 -0.783
C 1.801 -2.943 0.321
C 3.173 -2.342 -0.039
Cl 3.570 -2.291 -1.780
N -1.769 -0.841 -0.446
C -1.963 -1.476 0.767
C -3.373 -1.602 1.319
O -1.005 -1.836 1.445
C -2.880 -0.816 -1.339
C -3.149 0.547 -1.921
O -3.547 -1.798 -1.607
H 0.339 3.118 0.525
H -1.121 2.179 0.118
H -1.110 3.247 1.544
H 2.033 0.338 -1.754
H 0.545 1.229 -1.579
H -0.092 -3.594 -0.409
H 1.112 -3.495 -1.672
H 1.422 -2.357 1.162
H 1.981 -3.954 0.709
H 3.262 -1.316 0.323
H 3.967 -2.915 0.441
H -3.940 -2.344 0.759
H -3.287 -1.895 2.362
H -3.882 -0.637 1.245
H -4.040 0.533 -2.545
H -3.231 1.271 -1.109
H -2.282 0.816 -2.533
C -2.707 6.386 -4.100
O -3.233 5.279 -3.368
C -3.617 5.570 -2.127
O -3.565 6.655 -1.607
O -4.067 4.460 -1.554
C -4.506 4.630 -0.201
H -2.442 5.993 -5.077
H -3.456 7.169 -4.203
H -1.823 6.786 -3.608
H -5.330 5.339 -0.150
H -3.689 4.977 0.428
H -4.836 3.648 0.125
C -1.857 -1.490 -9.879
O -2.094 -2.674 -9.119
C -2.647 -2.443 -7.920
O -2.954 -1.363 -7.495
O -2.800 -3.609 -7.305
C -3.312 -3.516 -5.967
H -1.411 -1.822 -10.813
H -2.790 -0.965 -10.077
H -1.172 -0.827 -9.354
H -4.281 -3.021 -5.962
H -2.619 -2.986 -5.320
H -3.419 -4.540 -5.623
C -3.904 9.167 1.012
O -4.394 7.986 1.656
C -4.797 8.164 2.909
O -4.788 9.201 3.519
O -5.217 6.989 3.381
C -5.674 7.027 4.734
H -3.617 8.856 0.012
H -4.684 9.924 0.960
H -3.041 9.561 1.544
H -6.520 7.704 4.835
H -4.873 7.342 5.400
H -5.977 6.012 4.972
C 5.121 -4.073 5.276
O 4.179 -3.767 4.251
C 3.060 -3.165 4.684
O 2.830 -2.891 5.834
O 2.288 -2.941 3.640
C 1.041 -2.271 3.916
H 5.961 -4.548 4.777
H 5.459 -3.170 5.780
H 4.696 -4.760 6.006
H 1.228 -1.289 4.342
H 0.442 -2.867 4.603
H 0.532 -2.168 2.965
C 11.030 -7.235 3.377
O 10.067 -6.916 2.372
C 8.966 -6.323 2.840
O 8.753 -6.060 3.995
O 8.155 -6.078 1.818
C 6.928 -5.436 2.186
H 11.858 -7.705 2.855
H 11.371 -6.333 3.882
H 10.610 -7.924 4.107
H 7.127 -4.470 2.645
H 6.361 -6.063 2.871
H 6.368 -5.297 1.268
*
```

## Properties
HOMO-LUMO gap ... 8.0 eV
E ... -159333.874 eV
E_HOMO ... -0.22005 Eh
LUMO energy ... 2.0 eV

C26H47Cl3GdN3O4Si | ωB97M-V/def2-TZVPD

The geometry in ORCA input format:
```
! wB97M-V def2-TZVPD RIJCOSX def2/J DEFGRID3
* xyz 0 8
C -1.276 4.539 -0.838
C 0.074 4.130 -1.335
H -1.360 5.622 -0.744
H -1.483 4.080 0.142
H -2.053 4.180 -1.525
C 1.156 4.921 -1.400
C 1.154 6.367 -1.068
H 2.099 4.520 -1.782
H 0.356 6.626 -0.366
H 1.026 6.988 -1.966
H 2.108 6.644 -0.616
Gd -0.941 0.086 0.430
Cl -2.600 0.114 -1.544
Cl -1.306 0.550 3.033
C 1.184 -1.141 -2.011
O 0.868 -1.012 -0.802
N 2.391 -1.526 -2.439
C 3.471 -1.815 -1.509
C 2.737 -1.548 -3.855
H 0.441 -0.934 -2.801
H 3.096 -1.788 -0.478
H 4.277 -1.078 -1.634
H 3.895 -2.802 -1.740
H 1.922 -1.116 -4.449
H 2.935 -2.575 -4.193
H 3.649 -0.966 -4.025
H 0.421 3.327 1.546
H 3.152 3.651 0.810
C 0.957 2.845 2.380
C 3.295 3.004 1.691
N 2.135 2.143 1.905
H 0.283 2.134 2.873
C 2.217 0.823 1.667
O 1.258 0.024 1.623
H 4.175 2.370 1.534
H 3.260 0.486 1.484
H 1.270 3.616 3.101
H 3.449 3.638 2.575
O 0.005 1.953 -0.421
C 0.152 2.632 -1.602
C 2.623 1.947 -1.782
C 1.394 2.201 -2.396
H 2.656 1.846 -0.695
C 3.779 1.827 -2.572
H -0.725 2.433 -2.271
C 1.273 2.160 -3.783
H 4.756 1.705 -2.088
C 3.669 1.900 -3.969
C 2.418 2.044 -4.581
H 0.276 2.263 -4.217
H 4.573 1.878 -4.587
H 2.323 2.094 -5.674
Si -4.694 1.431 3.091
Cl -3.790 2.644 1.581
C -3.908 1.157 4.780
C -5.203 0.012 2.007
C -6.314 2.044 3.879
H -2.808 1.153 4.795
H -4.248 0.170 5.130
H -4.261 1.890 5.529
H -6.139 2.733 4.718
H -6.761 1.127 4.312
H -7.046 2.486 3.199
H -4.386 -0.347 1.376
H -6.019 0.334 1.352
H -5.577 -0.794 2.635
O -1.448 -2.083 0.968
C -0.967 -3.192 1.326
C -1.827 -4.424 1.363
C -1.429 -5.443 0.277
C -0.285 -6.342 0.718
C 1.020 -5.592 0.924
C 1.008 -4.554 2.038
N 0.329 -3.287 1.673
H -1.742 -4.885 2.356
H -2.865 -4.104 1.227
H -2.311 -6.051 0.060
H -1.172 -4.900 -0.646
H -0.558 -6.873 1.640
H -0.136 -7.103 -0.054
H 1.798 -6.315 1.185
H 1.349 -5.127 -0.009
H 0.534 -4.972 2.943
H 2.038 -4.270 2.284
H 0.864 -2.408 1.716
*
```

## Properties
Energy above the lowest of the compared OMol25 structures with the same formula, charge and spin ... 125.8 kcal/mol
HOMO-LUMO gap (alpha / beta) ... 4.6 / 5.8 eV
E ... -106665.872 eV
E_HOMO (alpha / beta) ... -0.16405 / -0.30188 Eh
LUMO energy (alpha / beta) ... 0.2 / -2.4 eV

Which of these has the highest E? C26H46O2P2Ru

Look up the E of the second one. -74657.262 eV

E of number 4 (C26H47AlBrClNO20)? -159333.874 eV